a | Formula: C18H21NO4
Source: the Open Molecules 2025 dataset
Level of theory: ωB97M-V with the def2-TZVPD basis set

The geometry in ORCA input format:
```
! wB97M-V def2-TZVPD RIJCOSX def2/J DEFGRID3
* xyz 0 1
C 7.45406 0.97410 0.05718
O 6.13758 1.47429 0.10076
C 5.10079 0.60253 0.04525
C 5.23475 -0.78913 -0.04695
C 4.12084 -1.60106 -0.09927
C 2.84867 -1.04159 -0.06130
O 1.77761 -1.86789 -0.11592
C 0.49486 -1.42232 -0.08905
O -0.37702 -2.26556 -0.14542
C 0.29168 0.02104 0.00590
C -1.07506 0.65279 0.04811
O -1.18677 1.86276 0.15181
N -2.10818 -0.19492 -0.03894
C -3.49124 0.23792 0.00042
C -4.14940 -0.30668 1.28394
C -5.61723 -0.70373 1.14795
C -6.55511 0.45290 0.81289
C -6.11820 1.27790 -0.39904
C -5.55698 0.44226 -1.54997
C -4.18699 -0.21810 -1.28669
C 1.36128 0.85331 0.06430
C 2.69613 0.35250 0.03155
C 3.83046 1.16095 0.08443
H 7.64945 0.43699 -0.87608
H 8.09969 1.84901 0.10951
H 7.66426 0.31938 0.90852
H 6.21039 -1.24642 -0.07824
H 4.21997 -2.67226 -0.17021
H -1.91491 -1.18817 -0.11300
H -3.44263 1.32964 0.02378
H -4.04434 0.43328 2.07918
H -3.59286 -1.19634 1.59195
H -5.71628 -1.48041 0.39011
H -5.93784 -1.14239 2.09656
H -6.63781 1.11714 1.67597
H -7.54807 0.03579 0.62652
H -6.98632 1.82830 -0.77090
H -5.38220 2.02124 -0.09599
H -6.28743 -0.32632 -1.81049
H -5.46519 1.10154 -2.41543
H -3.51635 0.01797 -2.11589
H -4.28313 -1.30497 -1.25957
H 1.18316 1.91762 0.13654
H 3.72817 2.23172 0.15590
*
```

LUMO level: -0.47 eV
M: 315.4 g/mol

Löwdin atomic charge list, values in e, 2 entries: -0.084 -0.081

***

b | Formula: C18H21NO4
Source: the Open Molecules 2025 dataset
Level of theory: ωB97M-V with the def2-TZVPD basis set

The geometry in ORCA input format:
```
! wB97M-V def2-TZVPD RIJCOSX def2/J DEFGRID3
* xyz 0 1
C -3.96469 0.26231 2.67628
C -3.37000 1.51748 2.12787
C -4.12480 2.60563 1.86721
C -3.57901 3.84195 1.33595
O -4.22170 4.83097 1.08433
O -2.23137 3.86960 1.10858
C -1.44220 2.79958 1.36086
C -0.08120 2.93148 1.09968
C 0.78385 1.88287 1.32827
C 0.29297 0.67198 1.82415
O 1.05039 -0.43267 2.07745
C 2.43714 -0.38218 1.82169
C 2.84052 -0.13021 0.36270
O 3.73185 0.66394 0.11193
N 2.19178 -0.81485 -0.59222
C 1.15951 -1.80791 -0.36898
C 1.11663 -2.77727 -1.54536
C 0.70410 -2.06291 -2.84034
C 1.20422 -2.83880 -4.05595
C 1.24699 -0.62332 -2.82903
C 2.50649 -0.52129 -1.98197
C -1.06275 0.53742 2.08755
C -1.94952 1.59050 1.86599
H -5.03535 0.37928 2.81807
H -3.50771 0.01677 3.63360
H -3.78897 -0.56871 1.99489
H -5.18927 2.61500 2.04266
H 0.28171 3.87101 0.71545
H 1.83178 2.01496 1.11592
H 2.82063 -1.35796 2.13729
H 2.92401 0.39180 2.42780
H 1.36916 -2.35206 0.55394
H 0.18090 -1.32246 -0.25959
H 0.41537 -3.58152 -1.32030
H 2.10400 -3.22576 -1.66845
H -0.38893 -2.02112 -2.88712
H 0.85704 -3.86893 -4.01835
H 2.29157 -2.84390 -4.08623
H 0.83744 -2.38779 -4.97484
H 0.49930 0.05952 -2.42082
H 1.46988 -0.29883 -3.84542
H 3.27319 -1.21422 -2.34582
H 2.92722 0.48633 -2.01323
H -1.41217 -0.40572 2.47390
*
```

LUMO level: -0.02 eV
M: 315.4 g/mol

Löwdin atomic charge list, values in e, 2 entries: -0.034 -0.198

***

Best to worst by energy: a, b.

***

a | Formula: C6H14O
Source: the Open Molecules 2025 dataset
Level of theory: ωB97M-V with the def2-TZVPD basis set

The geometry in ORCA input format:
```
! wB97M-V def2-TZVPD RIJCOSX def2/J DEFGRID3
* xyz 0 1
C -2.01631 -0.81882 1.38728
C -1.09706 -0.54660 0.46659
C -1.45253 -0.29760 -0.96875
C 0.35941 -0.86790 0.79374
C 1.38557 0.04765 0.05698
C 1.96799 -0.55560 -1.21346
H -3.09105 -0.82403 1.24961
H -1.71287 -1.09769 2.38630
H -1.09870 -1.08711 -1.63074
H -1.11909 0.68344 -1.31967
H -2.53442 -0.25795 -1.11687
H 0.45635 -0.74156 1.87145
H 0.56547 -1.90352 0.51311
H 0.86073 0.97622 -0.13735
H 2.12483 0.30505 0.80792
H 2.30688 0.26784 -1.83916
H 2.76232 -1.29162 -1.09566
H 1.16367 -1.08649 -1.72899
O 0.22754 3.15059 0.18430
H 0.41274 3.44938 1.07725
H -0.47146 2.49632 0.25613
*
```

LUMO level: 0.85 eV
M: 102.2 g/mol

Löwdin atomic charge list, values in e, 2 entries: 0.031 -0.372

***

b | Formula: C6H14O
Source: the Open Molecules 2025 dataset
Level of theory: ωB97M-V with the def2-TZVPD basis set

The geometry in ORCA input format:
```
! wB97M-V def2-TZVPD RIJCOSX def2/J DEFGRID3
* xyz 0 1
C -0.16360 0.20634 2.52521
C 0.26429 0.73277 1.13892
C 1.75913 0.64584 1.07575
C -0.51501 -0.08164 0.11405
C -0.20831 0.20286 -1.38291
C -1.12248 -0.71413 -2.23443
O -0.22964 -1.61642 -2.92599
H 0.24965 0.63022 3.45451
H -0.02319 -0.89407 2.61512
H -1.23376 0.30611 2.76074
H -0.22530 1.74426 1.23262
H 2.30138 1.20392 1.85760
H 2.07824 1.03072 0.08144
H 2.13190 -0.38544 0.98739
H -1.59356 0.03689 0.20198
H -0.30185 -1.14999 0.26305
H -0.39207 1.23872 -1.64444
H 0.82591 -0.13303 -1.53179
H -1.82801 -1.39287 -1.72086
H -1.62479 -0.11328 -2.99484
H -0.14894 -1.49780 -3.87312
*
```

LUMO level: 1.02 eV
M: 102.2 g/mol

Löwdin atomic charge list, values in e, 2 entries: -0.124 -0.448

***

c | Formula: C6H14O
Source: the Open Molecules 2025 dataset
Level of theory: ωB97M-V with the def2-TZVPD basis set

The geometry in ORCA input format:
```
! wB97M-V def2-TZVPD RIJCOSX def2/J DEFGRID3
* xyz 0 1
C -2.51257 -0.02702 -1.25934
C -1.11334 -0.30452 -0.76905
C -0.62942 -0.19646 0.68626
C 0.83416 -0.01398 0.00935
C 2.11480 0.75516 0.40076
C 0.04071 0.62519 -1.12540
H -3.23945 -0.73128 -0.84060
H -2.51069 -0.16131 -2.34770
H -2.83831 0.99456 -1.04124
H -0.82862 -1.31685 -1.08687
H -0.95206 -1.03985 1.32024
H -0.97696 0.72688 1.17157
H 1.15110 -1.01629 -0.30259
H 2.00988 1.49515 1.19956
H 2.43869 1.30961 -0.49337
H 2.95756 0.09414 0.64661
H -0.21580 1.64854 -0.81006
H 0.46922 0.64151 -2.12870
O 1.31553 -1.55343 2.33598
H 0.51108 -1.07799 2.10111
H 1.97449 -0.85177 2.33351
*
```

LUMO level: 0.98 eV
M: 102.2 g/mol

Löwdin atomic charge list, values in e, 2 entries: -0.067 -0.389

***

Best to worst by energy: a, b, c.

***

a | Formula: C6H14O
Source: the Open Molecules 2025 dataset
Level of theory: ωB97M-V with the def2-TZVPD basis set

The geometry in ORCA input format:
```
! wB97M-V def2-TZVPD RIJCOSX def2/J DEFGRID3
* xyz 0 1
C -1.46771 0.53930 2.41176
C -0.50601 -0.37500 2.25248
C 0.89820 -0.14639 1.83397
C 1.47368 -0.64995 0.55582
C 0.37544 -1.02122 -0.47538
C -0.16418 -2.48741 -0.62642
H -1.37471 1.47029 1.81808
H -2.42886 0.33873 2.96074
H -0.62048 -1.35191 2.61747
H 1.13042 0.98392 1.93005
H 1.47159 -0.56881 2.78119
H 2.27552 0.04351 -0.00578
H 2.22723 -1.42175 0.67302
H 0.97817 -0.79022 -1.31613
H -0.50400 -0.26847 -0.32911
H -1.18622 -2.42569 -1.09649
H -0.42043 -3.04913 0.26951
H 0.56973 -3.25224 -1.15605
O -1.21916 4.82055 -5.16270
H -1.00909 4.83773 -4.23422
H -0.49912 4.77416 -5.70182
*
```

LUMO level: 0.94 eV
M: 102.2 g/mol

Löwdin atomic charge list, values in e, 2 entries: -0.004 -0.244

***

b | Formula: C6H14O
Source: the Open Molecules 2025 dataset
Level of theory: ωB97M-V with the def2-TZVPD basis set

The geometry in ORCA input format:
```
! wB97M-V def2-TZVPD RIJCOSX def2/J DEFGRID3
* xyz 0 1
C 2.59990 -1.25584 -0.57496
O 1.30817 -1.05651 -0.12499
C 0.88261 0.27161 -0.13273
C -0.48204 0.48017 0.34286
C -0.97140 1.87824 0.35182
C -1.51956 -0.34254 -0.87725
C -1.14307 -0.59629 1.28596
H 3.34043 -0.73036 0.04856
H 2.72723 -0.88694 -1.60487
H 2.84097 -2.31790 -0.55438
H 0.98906 0.69564 -1.15101
H 1.53884 0.88208 0.51545
H -0.37925 2.46690 1.06482
H -2.01909 1.97457 0.65537
H -0.86510 2.35353 -0.63494
H -1.22307 -1.36093 -1.13104
H -1.23096 0.30934 -1.70603
H -2.60496 -0.26731 -0.76710
H -0.57882 -1.51707 1.41227
H -2.19273 -0.92385 1.34309
H -1.01717 -0.05655 2.23911
*
```

LUMO level: 0.97 eV
M: 102.2 g/mol

Löwdin atomic charge list, values in e, 2 entries: -0.123 -0.176

***

c | Formula: C6H14O
Source: the Open Molecules 2025 dataset
Level of theory: ωB97M-V with the def2-TZVPD basis set

The geometry in ORCA input format:
```
! wB97M-V def2-TZVPD RIJCOSX def2/J DEFGRID3
* xyz 0 1
C -1.34668 1.23278 -1.57046
C -0.79333 0.64259 -0.25739
C -0.68696 1.66073 0.88117
C 0.61970 0.05722 -0.49505
C 1.33709 -0.68784 0.63466
C 0.71352 -2.03268 1.05503
O 0.64584 -2.93829 -0.04158
H -2.42852 1.13125 -1.58582
H -1.13492 2.28868 -1.75671
H -0.80327 0.70308 -2.34329
H -1.42096 -0.20244 0.03933
H -0.17431 1.24696 1.75086
H -0.02748 2.47946 0.57229
H -1.62822 2.12815 1.17033
H 0.53244 -0.57754 -1.38634
H 1.27394 0.89416 -0.75845
H 1.61385 -0.08459 1.49565
H 2.25836 -0.99850 0.13323
H -0.26499 -1.92029 1.52903
H 1.40156 -2.54060 1.73290
H 0.31333 -2.48230 -0.79940
*
```

LUMO level: 1.01 eV
M: 102.2 g/mol

Löwdin atomic charge list, values in e, 2 entries: -0.068 -0.422

***

Best to worst by energy: c, a, b.